No. 1
A structure of composition C28H49BrNO3P3Pb at a distorted geometry. Source: OMol25; level of theory: ωB97M-V/def2-TZVPD.

Output
Multiplicity: 1
Total charge: +2
LUMO energy in eV: -5.70
Energy above the lowest of the compared OMol25 structures with the same formula, charge and spin in kcal/mol: 46.06
HOMO level in Eh: -0.4089
Kohn-Sham gap in eV: 5.4

```
86
Properties=species:S:1:pos:R:3:forces:R:3
N -5.41864 5.05892 -4.19807 -0.2974 0.1584 -0.2474
C -4.92151 5.66969 -3.12508 0.6629 -0.2293 0.0801
C -3.68601 5.33923 -2.56200 -0.2431 -0.4884 -0.3184
C -2.93883 4.27692 -3.12333 -0.4646 0.0583 0.1246
C -3.43672 3.70945 -4.31563 -0.3098 0.2603 0.3757
C -4.68792 4.12931 -4.79477 0.7201 -0.1541 0.2735
C -1.84128 3.64080 -2.33732 -1.1507 0.2944 0.3187
Pb 0.43826 3.66847 -2.38046 1.7336 2.0809 -0.5123
P 4.44739 0.18943 -0.75493 2.0461 -0.9527 0.2791
C -1.26407 2.37073 -2.78606 -0.2057 -0.7608 -0.5127
C -0.93413 1.34575 -1.77303 -0.7093 -0.6970 -0.5213
C 0.30896 0.68496 -1.80979 0.1264 -0.0202 0.6492
C 0.48077 -0.45102 -1.04123 -0.5831 -0.9341 -0.0694
C -0.56752 -0.94338 -0.23293 -0.1183 -0.6694 -1.3086
C -1.71304 -0.14481 -0.01743 0.2479 -0.6857 -0.0834
C -1.91300 0.95083 -0.83370 0.2130 0.3785 0.2886
Br 0.76779 0.51836 1.72714 0.0187 0.6646 2.3455
H -1.98998 3.75213 -1.25382 -0.2537 -0.2400 -0.4280
H -1.47246 1.99697 -3.79836 0.2101 0.1606 0.5606
H -3.37302 5.82313 -1.63826 0.0501 -0.0838 -0.2057
H -2.94598 2.88045 -4.82435 -0.0581 0.2695 0.1468
H -5.55295 6.43325 -2.67679 0.1368 -0.0609 -0.0273
H -5.11451 3.64505 -5.67557 0.0691 0.1966 0.1907
H 1.13572 1.07120 -2.42914 -0.5690 -0.4121 0.2517
H -2.86817 1.48183 -0.81301 0.3818 0.0103 0.1027
H 1.41996 -1.00917 -1.06836 -0.5057 0.1910 -0.2433
H -2.41374 -0.42344 0.78441 0.1044 0.1606 -0.7853
P -0.68597 -2.75662 -0.06262 -0.2691 2.2150 -0.3259
C 3.83450 1.90449 -0.62043 -0.2724 -0.1388 -0.1821
C 4.97481 2.80723 -0.11156 -0.1747 0.1458 -0.0141
H 2.96078 1.91623 0.04843 0.0121 0.2955 -0.1997
H 3.53616 2.19490 -1.64394 -0.1133 0.1605 0.4764
H 4.57444 3.76670 0.23213 0.1330 -0.0420 -0.1449
H 5.53341 2.36122 0.72531 -0.2466 0.0283 -0.3006
H 5.68259 2.98615 -0.93189 -0.1174 -0.0141 0.3307
C 3.86879 -0.56293 -2.31688 -0.2281 0.3551 -0.0396
C 4.80485 -1.66899 -2.82404 -0.2208 0.0367 -0.1210
H 3.81014 0.27378 -3.02861 -0.0957 -0.3510 -0.0682
H 2.86726 -0.97871 -2.14719 0.1315 0.1172 -0.5433
H 4.47953 -1.95146 -3.83072 0.1691 -0.1088 0.1234
H 5.85939 -1.36275 -2.86966 -0.3951 0.0100 0.0915
H 4.72462 -2.55606 -2.18391 0.1415 0.1287 -0.0914
C 3.53910 -0.81792 0.50314 -0.5118 0.4754 0.1941
C 4.35621 -1.39548 1.66145 -0.0529 -0.0077 -0.0321
H 3.01065 -1.64464 -0.00083 0.1069 0.2080 0.0622
H 2.78675 -0.10088 0.88397 0.4853 -0.7483 -0.1209
H 3.70739 -2.01514 2.29770 0.1707 0.0956 -0.0415
H 5.16161 -2.03598 1.28153 -0.1239 0.2022 0.1333
H 4.79360 -0.61299 2.29292 -0.0119 -0.1589 -0.2155
C -0.06181 -3.21750 1.54792 0.1184 -0.4764 0.6264
C -0.23203 -4.67036 1.99092 0.0392 -0.3034 0.1549
H -0.54237 -2.55385 2.28054 0.1332 -0.0596 -0.5283
H 1.00721 -2.96076 1.56259 -0.1473 0.1201 -0.2073
H -1.26721 -4.91066 2.26481 0.1928 0.0677 -0.1837
H 0.09995 -5.37327 1.22076 -0.0596 0.0318 0.1676
H 0.39066 -4.83946 2.87966 -0.1814 -0.0525 -0.2464
C 0.12442 -3.55722 -1.44360 0.6736 -0.3828 0.2248
C -0.48538 -3.32799 -2.83269 -0.1698 -0.0195 -0.1457
H 0.05785 -4.62610 -1.16924 0.2260 0.2263 -0.2248
H 1.18690 -3.27316 -1.42410 -0.1860 -0.2008 -0.0249
H -1.48871 -3.75560 -2.92012 0.1953 0.0419 0.0726
H -0.54410 -2.27287 -3.12194 0.1111 -0.1427 0.1981
H 0.13741 -3.84403 -3.56699 -0.0387 0.1023 0.0894
C -2.40177 -3.13055 -0.37705 -0.0232 -0.5443 0.2463
C -3.42890 -2.74099 0.66839 -0.8670 -0.0879 0.1386
H -2.35941 -4.22637 -0.46271 -0.2827 0.0838 -0.2065
H -2.65951 -2.70972 -1.36239 0.2380 -0.2336 0.3480
H -3.90711 -1.78186 0.44601 0.2166 -0.1934 0.0756
H -4.22959 -3.48569 0.60931 0.0684 0.1708 0.2942
H -3.05084 -2.71418 1.69804 -0.0306 -0.0734 -0.2015
C -1.13594 -1.90658 4.64272 0.0542 0.4286 -0.1855
O -1.21096 -0.89697 3.53555 -0.1317 -0.1053 0.2618
P -0.51989 0.48751 3.44779 -0.0055 0.5204 -0.1151
O 0.25193 0.81412 4.75154 0.0171 -0.1304 0.0086
C -0.46430 0.96264 6.04660 -0.0775 -0.0022 -0.0179
O -1.61346 1.56834 3.18761 0.1863 -0.2785 0.1660
C -1.19703 2.98556 3.15959 0.0627 0.2727 0.0764
H -1.55497 -2.82485 4.22167 0.0877 0.3181 0.1015
H -1.75255 -1.53919 5.46845 0.1588 -0.2032 -0.2549
H -0.08764 -2.05472 4.93814 -0.3840 0.1249 -0.1327
H -1.47524 1.35856 5.87817 0.3350 -0.0792 0.0137
H -0.51172 -0.02471 6.51553 0.1191 0.3701 -0.0340
H 0.13059 1.65962 6.64015 -0.1054 -0.2155 -0.1870
H -2.11806 3.55995 3.28375 0.2460 -0.1905 -0.0513
H -0.50115 3.18061 3.98891 -0.3038 -0.0401 -0.2801
H -0.71123 3.22710 2.20326 -0.2541 -0.2642 0.2679
```
Forces are in eV/Å.

No. 2
The molecule C4H5ClF4IP at a distorted geometry. Source: OMol25; level of theory: ωB97M-V/def2-TZVPD.

Output
Multiplicity: 1
LUMO energy in eV: -0.40
SMILES: CC(F)(F)[C@@](F)(P)[C@@](F)(Cl)I
Energy above the lowest of the compared OMol25 structures with the same formula, charge and spin in kcal/mol: 0.00
HOMO level in Eh: -0.3699
Kohn-Sham gap in eV: 9.7

```
16
Properties=species:S:1:pos:R:3:forces:R:3
C 0.65246 1.09254 1.39123 1.4516 2.8744 -0.7420
C 0.28190 1.12083 -0.04244 0.1866 0.3462 -2.0826
C -0.13241 -0.26398 -0.70095 -1.8589 2.5367 0.1726
C -1.40777 -0.89131 0.02898 0.9008 0.2431 -1.6896
F -0.74826 2.01195 -0.19796 1.0217 -0.0736 -0.5472
F 1.36952 1.52835 -0.90170 -1.4733 -0.0619 1.5192
F -0.64851 0.08362 -1.99586 1.0824 -0.4779 1.5368
F -1.85933 -1.72056 -0.94323 -0.6694 -0.5922 0.1653
P 1.35353 -1.35402 -0.62189 0.9092 0.7224 1.7353
Cl -0.84918 -1.88997 1.34482 -0.4510 -0.1538 0.8405
I -3.10273 0.41643 0.47780 0.4312 -0.6780 0.1408
H 0.95720 2.07291 1.85613 -1.2425 -0.4602 -0.8404
H -0.09354 0.59607 1.88974 -1.5527 -0.9732 1.6458
H 1.57450 0.64441 1.46275 1.9277 -1.9740 0.2921
H 1.86937 -1.07006 -1.82953 0.7294 1.0763 -1.4509
H 0.78325 -2.37722 -1.21789 -1.3928 -2.3545 -0.6959
```
Forces are in eV/Å.

No. 3
A structure of composition C20H38MnN5O4S4Si2Te at a distorted geometry. Source: OMol25; level of theory: ωB97M-V/def2-TZVPD.

Output
Multiplicity: 2
Total charge: +3
LUMO energy (spin up / spin down) in eV: -9.94 / -9.97
HOMO level (spin up / spin down) in Eh: -0.5880 / -0.5868
Kohn-Sham gap (spin up / spin down) in eV: 6.1 / 6.0

```
75
Properties=species:S:1:pos:R:3:forces:R:3
Mn 0.00812 0.66687 -0.26911 0.3732 -0.3464 1.0385
O 4.68257 -0.12139 4.16429 0.0072 -0.0360 0.0080
C 3.84776 -0.25949 3.34390 0.0227 0.0427 0.0225
S 4.18063 -0.13173 1.56560 -0.0466 -0.0441 -0.0359
C 2.54203 -0.39996 1.08850 0.1081 0.0455 -0.1668
C 1.61522 -0.57443 2.06128 -0.3160 0.0270 0.0375
S 0.00980 -0.98458 1.52334 0.2713 0.4170 0.0086
S 2.10815 -0.54454 3.72144 0.0137 -0.0510 -0.0138
S 2.06341 -0.60510 -0.57251 -0.2803 0.2635 -0.0737
C 2.83184 5.12528 1.18772 -0.0023 0.0314 0.0347
N 2.57727 3.70943 0.94040 0.0378 -0.0644 -0.0545
C 1.40315 3.19787 0.60319 -0.2848 0.1583 0.1489
N 0.34378 3.99831 0.45677 0.0505 0.0385 -0.0725
O 1.32180 1.93092 0.43024 0.0230 -0.2631 -0.3521
H 3.86804 5.23631 1.49089 -0.0060 0.0069 -0.0062
H 2.20330 5.49818 1.99664 -0.0006 -0.0062 0.0130
H 2.67344 5.71686 0.28582 0.0035 0.0022 -0.0094
H 3.33929 3.05173 1.00041 -0.0270 0.0087 0.0084
H 0.40703 4.98991 0.61508 0.0252 0.0113 -0.0059
H -0.56527 3.59240 0.31538 0.0060 -0.0402 0.0628
C 1.24764 0.90432 -3.30848 0.0421 0.0271 -0.0357
C 0.43454 1.07030 -2.09991 0.1341 0.0744 -0.3556
O -0.42534 1.83596 -1.77444 -0.0427 -0.1127 -0.1027
H 0.61099 1.04604 -4.18456 -0.0042 0.0071 0.0156
H 1.76094 -0.05046 -3.33009 0.0053 0.0017 0.0004
H 1.99260 1.70905 -3.29129 -0.0069 -0.0029 0.0184
C -0.20761 -2.34086 -3.65173 -0.0490 -0.0302 0.0870
Si 0.32833 -4.05877 -3.08797 0.0227 0.0884 0.0605
C -1.12163 -5.18345 -2.77567 -0.0242 -0.0100 0.0098
C 1.52216 -4.78490 -4.30173 -0.0138 -0.0719 -0.0158
C 1.39198 -3.92368 -1.49443 0.1162 -0.0704 0.0609
Te 1.10534 -3.20118 0.47858 -0.1309 -0.2693 -0.1669
C -0.42785 -4.53478 1.01251 0.2621 -0.2262 0.1270
Si 0.47485 -5.93418 2.06004 0.0119 0.1500 -0.0045
C 2.00203 -6.49632 1.13592 -0.0611 0.0592 -0.0097
C 0.92745 -5.04355 3.64189 -0.0654 -0.0126 -0.0182
C -0.74668 -7.30801 2.24984 -0.0242 0.0195 -0.0120
H -1.26780 -2.30228 -3.90372 -0.0660 0.0026 -0.0116
H 0.33674 -2.08302 -4.56188 0.0332 0.0521 0.0170
H -0.00537 -1.56529 -2.90699 -0.0197 -0.0002 0.0594
H -1.67265 -5.33441 -3.70630 -0.0099 0.0031 -0.0209
H -1.83755 -4.82658 -2.03254 0.0031 0.0014 0.0259
H -0.77564 -6.16751 -2.45248 -0.0103 -0.0182 0.0197
H 1.03097 -4.94744 -5.26357 -0.0113 0.0044 -0.0158
H 1.90581 -5.75028 -3.96780 0.0071 -0.0166 -0.0026
H 2.37455 -4.12566 -4.47553 0.0065 0.0108 0.0032
H 2.34090 -3.45516 -1.77390 -0.0062 0.0233 0.0447
H 1.62077 -4.96950 -1.24056 0.0202 -0.0108 0.0141
H -0.91967 -4.91507 0.12064 -0.0366 0.0465 -0.0588
H -1.14120 -4.05480 1.68170 -0.0168 0.0955 -0.0448
H 2.78012 -5.73879 1.00288 -0.0081 0.0286 0.0130
H 1.76744 -6.93232 0.16264 -0.0080 -0.0239 -0.0156
H 2.46348 -7.28878 1.73046 0.0159 -0.0246 -0.0045
H 1.14586 -3.98075 3.48468 0.0472 -0.0404 0.0049
H 1.80581 -5.48189 4.11735 -0.0020 -0.0326 -0.0053
H 0.10745 -5.09734 4.36059 -0.0134 0.0102 0.0038
H -0.97529 -7.76706 1.28679 -0.0225 -0.0172 -0.0063
H -1.67834 -6.96499 2.70101 -0.0206 -0.0077 0.0123
H -0.33461 -8.08689 2.89389 0.0153 -0.0188 0.0248
C -3.96302 2.41765 1.41460 0.0011 0.0349 0.0435
N -3.67302 1.15956 0.70427 0.0404 -0.0337 0.0126
C -4.64116 0.24447 0.41988 -0.0359 -0.0459 -0.0251
C -4.34476 -0.92362 -0.18697 0.0383 -0.0101 0.0303
C -2.99201 -1.17109 -0.55031 -0.0256 0.1215 -0.0986
N -2.05355 -0.22454 -0.34890 -0.0786 0.0796 -0.0415
C -2.40208 0.88229 0.34246 -0.0740 -0.0065 0.0152
O -1.44707 1.65213 0.65063 -0.0101 -0.0328 -0.0276
N -2.63846 -2.33446 -1.07778 0.0864 -0.0182 -0.1090
H -5.01743 2.42751 1.67253 0.0077 0.0067 -0.0045
H -3.73659 3.26222 0.76831 -0.0159 0.0002 -0.0030
H -3.36269 2.47216 2.31904 -0.0074 -0.0058 0.0024
H -5.64723 0.50407 0.71919 0.0024 0.0143 0.0054
H -5.11642 -1.65045 -0.38809 -0.0119 -0.0135 -0.0074
H -3.33731 -3.02853 -1.29029 0.0134 0.0024 -0.0251
H -1.70370 -2.48137 -1.42141 0.0221 0.0161 -0.0746
```
Forces are in eV/Å.

No. 4
A structure of composition C4H11NO2 at a distorted geometry. Source: OMol25; level of theory: ωB97M-V/def2-TZVPD.

Output
Multiplicity: 1
LUMO energy in eV: 0.45
Energy above the lowest of the compared OMol25 structures with the same formula, charge and spin in kcal/mol: 67.52
HOMO level in Eh: -0.3339
Kohn-Sham gap in eV: 9.5

```
18
Properties=species:S:1:pos:R:3:forces:R:3
C 2.17399 0.18477 -0.53982 -0.0204 -0.0691 0.1254
N 0.75647 0.30854 -0.82158 -0.9387 -0.6961 0.1080
C -0.08362 -0.80156 -1.18940 5.1673 -0.4261 -2.9506
O 0.38735 -1.94898 -0.53561 -1.2114 1.1636 0.1963
O -0.56464 -0.89278 -2.32120 -0.9576 0.0873 1.8170
H 0.12011 -2.69532 -1.08765 -0.1967 0.0929 -0.0258
H 0.47905 1.13915 -1.32984 0.0806 -0.3125 0.0151
H 2.78405 0.28035 -1.44182 0.0695 -0.1010 -0.0214
H 2.37891 -0.77156 -0.06468 -0.0440 0.0296 -0.1020
H 2.47561 0.96301 0.16522 -0.0128 0.0125 -0.0610
C -1.59715 0.83891 0.52958 -0.4157 -3.1968 -2.4918
C -1.12076 0.34272 1.86165 0.1260 -0.2183 -0.0841
H -0.04702 0.48126 1.97103 0.0449 0.1726 0.0571
H -2.67024 0.77390 0.38560 -0.2734 0.2612 0.3845
H -1.24290 1.82673 0.26038 0.2599 -0.1789 -0.4490
H -1.29719 -0.16278 -0.43190 -1.6154 3.4839 3.1432
H -1.28376 -0.73312 1.92515 -0.2197 0.0597 0.2925
H -1.64826 0.86676 2.66491 0.1577 -0.1644 0.0466
```
Forces are in eV/Å.

No. 5
The ion C6H16N with charge +1 at a distorted geometry. Source: OMol25; level of theory: ωB97M-V/def2-TZVPD.

Output
Multiplicity: 1
Total charge: +1
LUMO energy in eV: -3.49
SMILES: CC[C@@H](C)[C@H](C)[NH3+]
Energy above the lowest of the compared OMol25 structures with the same formula, charge and spin in kcal/mol: 8.98
HOMO level in Eh: -0.5591
Kohn-Sham gap in eV: 11.7

```
23
Properties=species:S:1:pos:R:3:forces:R:3
C 0.13985 -1.52635 -1.78483 0.8380 0.1462 1.0791
C 0.47890 -1.22129 -0.30461 -0.7308 0.6471 -0.0554
C 0.53311 0.26766 0.05486 0.9072 1.1254 -0.1479
C 1.20307 0.53646 1.40075 0.3886 -1.1944 1.2274
C -0.77128 1.01076 -0.11337 -1.9245 -0.0517 -0.4320
C -0.75636 2.53766 0.02645 1.0392 -0.0371 -0.8306
N -0.56430 -1.84252 0.62514 -0.3741 -0.6754 -0.8134
H 0.81957 -2.32608 -2.05689 -0.1644 -0.1524 -0.5178
H -0.88299 -1.81816 -2.00523 -0.1295 0.1584 0.0809
H 0.42052 -0.62052 -2.31335 -0.1944 -0.1473 -0.4487
H 1.43202 -1.67522 -0.05198 -0.0315 -0.1265 0.1683
H 1.16709 0.75653 -0.69831 0.2207 -0.5010 -0.0061
H 1.87542 -0.28169 1.71354 0.0499 0.0335 -0.5031
H 1.84900 1.40709 1.46972 -0.3608 0.3011 -0.3015
H 0.52055 0.54655 2.25773 -0.3317 0.4294 -0.2393
H -1.16483 0.83505 -1.12506 0.2269 -0.2068 0.0319
H -1.57660 0.61858 0.53025 0.2025 0.0271 0.2033
H -0.82825 2.92630 1.03403 0.1052 -0.0539 0.1508
H 0.16891 2.87477 -0.45751 0.1436 0.1853 0.4690
H -1.49514 3.01795 -0.61052 -0.4841 -0.2465 0.2824
H -1.46688 -1.38410 0.48551 0.1765 0.7252 0.4740
H -0.82375 -2.77769 0.31778 0.6158 -0.5340 0.1914
H -0.27762 -1.86175 1.60589 -0.1881 0.1483 -0.0627
```
Forces are in eV/Å.